No. 1
8
Properties=species:S:1:pos:R:3:forces:R:3 method="wB97M-V/def2-TZVPD" relative_energy_kcal_mol=89.88 multiplicity=1
C 0.99114 0.04673 0.03411 0.3 0.0 0.1
O -0.12472 0.52784 -0.68189 0.1 0.0 -0.1
C -1.70457 -0.04840 -0.05027 -0.4 -0.2 1.3
O -1.88341 -0.07850 1.09057 0.2 0.1 -1.2
H 0.69195 -0.65411 0.83142 0.0 0.1 -0.1
H 1.51131 0.88684 0.50933 -0.1 -0.1 -0.1
H 1.68981 -0.46264 -0.64067 -0.1 0.1 0.1
H -1.17151 -0.21776 -1.09261 0.1 0.1 -0.1

---

No. 2
100
Properties=species:S:1:pos:R:3:forces:R:3 method="wB97M-V/def2-TZVPD" total_charge=+1 multiplicity=1
C 1.45503 -2.33131 1.39067 0.0 0.1 -1.5
C 2.31166 -2.69045 0.11968 -0.2 -0.5 1.1
O 1.53293 -2.95609 -0.99822 0.2 0.1 -0.1
C 0.76710 -1.85060 -1.48881 -0.9 -0.1 -0.1
C -0.67149 -2.35515 -1.62579 0.5 -0.3 -0.3
O -1.53833 -1.32072 -2.01723 -0.1 -0.9 0.9
C -2.33514 -0.69187 -1.04485 0.2 2.0 -0.9
C -3.81346 -1.19112 -1.14512 0.6 -0.6 0.1
F -4.11223 -1.38232 -2.43201 0.0 0.0 -0.7
F -4.65984 -0.23957 -0.70716 -0.3 0.1 0.5
C -4.11436 -2.55719 -0.47586 -0.4 0.1 0.0
F -5.20265 -2.47320 0.32295 -0.2 0.0 0.2
F -3.08778 -2.99359 0.31356 0.2 -0.1 0.0
O -2.41366 0.61625 -1.45938 -0.8 0.3 0.2
B -1.30253 1.39753 -0.90916 1.0 -0.2 -1.0
C -1.64312 2.99140 -0.91373 -0.4 0.1 1.0
C -1.17019 3.81009 0.30591 -0.3 0.2 -0.7
C 0.33279 3.97199 0.40740 -0.1 0.7 0.2
Br 1.14534 2.69368 1.62918 -0.8 1.5 0.2
C 0.03880 1.35733 -1.87547 0.2 -0.8 -0.3
O -0.19460 1.22894 -3.09077 -0.2 0.4 -0.2
O 1.23130 1.51854 -1.42544 0.5 -0.1 1.2
O -1.13080 0.72201 0.45218 0.0 0.1 0.0
C -1.76496 -0.49925 0.39816 0.0 0.2 0.5
N -2.92869 -0.48647 1.33520 0.0 -0.5 0.5
H 1.89449 -2.70939 2.31331 0.1 0.1 0.0
H 1.35420 -1.23678 1.41244 -1.9 -2.5 0.4
H 0.49202 -2.79717 1.20390 -0.1 -0.1 0.3
H 2.81142 -3.62273 0.38104 0.2 -0.1 -0.3
H 3.10399 -1.95080 -0.09261 -0.2 -0.1 -0.1
H 1.11878 -1.53162 -2.46679 0.2 0.2 0.0
H 0.75891 -0.98008 -0.82797 0.3 0.1 0.1
H -0.94986 -2.86373 -0.70184 -0.2 0.0 0.1
H -0.68023 -3.10358 -2.41880 -0.1 -0.1 0.0
H -4.31441 -3.29907 -1.24445 0.1 -0.1 -0.1
H -2.74612 3.14357 -1.00269 0.3 -0.2 -0.1
H -1.10411 3.38097 -1.79747 0.1 -0.8 0.3
H -1.56205 4.82914 0.20101 0.1 0.2 0.3
H -1.59986 3.42673 1.22875 0.0 -0.1 0.1
H 0.58199 4.93222 0.84859 0.0 0.0 0.2
H 0.84113 3.91796 -0.55009 0.1 -0.6 0.0
H -1.05645 -1.23482 0.77805 -0.3 -0.5 -0.3
H -2.69185 -0.98938 2.18653 0.6 -0.5 -0.7
H -3.15002 0.47874 1.55446 0.6 0.2 -1.4
C -6.40652 -1.13643 3.02786 0.1 -0.1 0.0
C -5.62847 -1.69231 4.22103 -0.2 0.4 -0.3
C -5.80122 -0.83485 5.48778 0.0 -0.3 0.0
C -5.31620 0.52678 5.26104 -0.3 -0.2 0.4
N -4.91888 1.58494 5.05763 0.4 0.0 -0.4
H -6.07391 -0.13487 2.73405 -0.1 0.0 0.0
H -6.28424 -1.77457 2.15983 0.0 0.0 -0.1
H -7.46981 -1.07402 3.25595 0.0 0.1 0.0
H -4.55877 -1.76423 3.96845 -0.1 -0.3 0.1
H -5.96583 -2.70755 4.41752 0.1 0.0 0.2
H -5.24812 -1.25980 6.32586 0.0 0.1 0.1
H -6.85215 -0.78086 5.77260 0.0 0.0 0.0
Na -3.61445 0.20694 3.26257 -1.0 0.9 1.7
O 5.31028 -2.77831 -2.39737 0.2 0.2 0.3
S 5.54599 -4.18161 -2.31092 -0.4 -0.2 -0.4
O 5.43538 -4.85248 -1.04748 0.1 0.1 0.1
O 6.99735 -4.49334 -2.92136 0.1 -0.2 -0.1
C 8.11358 -3.78597 -2.38262 0.2 0.2 0.2
C 8.49322 -4.32083 -1.00941 -0.9 1.0 -0.6
C 4.60116 -5.02338 -3.52038 0.0 -0.1 0.0
H 7.91280 -2.71405 -2.35294 -0.1 0.0 0.0
H 8.92946 -3.94185 -3.08562 -0.1 -0.1 -0.1
H 7.71188 -4.12175 -0.27550 0.0 0.0 0.0
H 9.41467 -3.85489 -0.65294 -0.1 0.3 -0.3
H 8.63179 -5.39174 -1.04026 -1.4 0.9 -1.4
H 4.72678 -4.52046 -4.47489 0.0 0.0 0.0
H 3.56366 -4.97183 -3.19364 0.0 0.1 0.0
H 4.93173 -6.05718 -3.57070 0.0 0.0 0.0
Cs 2.72762 0.24296 1.41986 2.7 1.8 -0.7
Cs 10.10435 -6.11139 0.25325 2.6 -2.1 2.5
C 11.69642 -3.00938 5.81446 0.0 0.1 0.1
C 11.42780 -3.79968 4.62506 0.0 0.0 0.0
N 11.22609 -4.42759 3.68828 -0.2 -0.1 -0.4
H 10.78061 -2.52911 6.15228 0.0 0.0 0.0
H 12.07498 -3.65370 6.60521 0.0 0.0 0.0
H 12.43876 -2.24669 5.58883 0.0 0.0 0.0
C -7.40700 -0.42673 -2.82123 0.1 -0.1 -0.1
Cl -7.50290 -1.78220 -3.91301 -0.3 0.0 0.9
Cl -8.73617 -0.33921 -1.60257 0.1 0.0 0.0
H -6.47583 -0.47645 -2.27425 0.0 0.0 0.1
H -7.44629 0.48082 -3.41316 -0.1 0.0 0.0
C -2.72089 8.74506 -1.27299 0.2 0.1 0.0
C -1.39813 9.20654 -1.89026 -0.1 -0.2 -0.1
C -0.38626 8.31911 -1.17564 0.0 0.2 0.1
O -1.07370 7.08324 -0.88560 0.0 -0.1 -0.2
C -2.46753 7.25819 -1.10413 -0.1 0.0 0.2
H -3.59288 8.96382 -1.88512 0.0 0.0 0.0
H -2.86626 9.20743 -0.29621 0.0 0.0 0.0
H -1.39293 8.99298 -2.96104 0.0 0.0 0.0
H -1.19907 10.26667 -1.75518 0.0 0.0 0.0
H -0.06304 8.75805 -0.22911 0.0 0.0 0.0
H 0.49571 8.10575 -1.77669 0.0 -0.1 0.0
H -2.73108 6.71898 -2.02626 -0.4 0.4 -0.1
H -3.02480 6.82436 -0.27156 0.0 -0.1 0.0
Br -6.40887 -1.58223 -6.69745 0.3 0.0 -0.8
Na -2.16049 4.80103 -2.31195 -0.2 0.3 -0.6

---

No. 3
23
Properties=species:S:1:pos:R:3:forces:R:3 method="wB97M-V/def2-TZVPD" smiles="CC(=O)O.O.O.O.O.O" relative_energy_kcal_mol=0.00 multiplicity=1
O 0.48167 0.89120 0.36795 -0.1 -0.1 0.1
C 0.55748 0.71566 -0.83165 -0.2 0.9 0.2
O 1.66254 0.98604 -1.52353 0.1 -0.1 -0.8
C -0.54156 0.19593 -1.68118 -0.1 -0.9 0.4
H 2.36373 1.41395 -1.01366 -0.1 -0.2 0.6
H -1.48627 0.72938 -1.59646 0.3 0.6 0.0
H -0.83299 -0.75246 -1.20678 0.2 0.0 -0.5
H -0.22130 0.06522 -2.70767 -0.2 0.0 -0.1
H -1.50297 -2.92075 -0.75890 -0.2 0.0 0.5
H -2.39104 -2.08877 0.24137 0.4 -0.3 -0.4
O -2.14581 -2.20431 -0.69325 -0.3 0.1 0.1
H -2.15618 1.27813 2.50997 0.2 0.1 0.1
H -1.40099 0.62897 1.32236 0.3 0.0 0.1
O -2.11419 0.49712 1.95655 -0.4 -0.3 -0.1
H -0.78533 2.45482 0.60413 0.3 0.3 -0.2
H -2.21138 2.87720 0.46078 0.0 0.3 -0.2
O -1.31907 3.17596 0.23734 -0.3 -0.4 0.3
H 3.00001 -0.79490 -0.01629 0.0 0.0 0.0
H 3.37860 -0.39748 1.40657 0.0 0.2 -0.2
O 3.52423 -0.15964 0.48109 0.1 -0.2 0.2
H 0.91831 -3.84871 1.31165 -0.5 0.4 -0.3
H 0.85854 -2.67971 0.33407 0.0 0.1 0.0
O 0.29299 -3.24545 0.86580 0.5 -0.5 0.3

---

no.,E_HOMO (Eh)
1,-0.3614
2,-0.1876
3,-0.4031